The following is a quantum chemistry calculation of 7 unconnected molecules or ions with the total composition C5H27N3O6 at a distorted geometry, from the Open Molecules 2025 dataset.

Geometry as XYZ:
```
41
Properties=species:S:1:pos:R:3:forces:R:3
O -1.0892 3.2817 -1.1326 0.0 -0.8 0.3
O -0.2669 0.9093 1.8449 0.0 -1.7 -0.7
O 1.9500 3.2615 1.5298 -0.3 -0.6 -0.2
O -3.5104 1.5750 1.7193 -0.2 0.2 1.2
O 2.3996 -0.0089 2.0702 -0.1 -0.1 0.4
O 2.5238 -0.1038 -2.4404 -1.3 -0.7 0.5
N 1.4242 -2.1971 0.6111 -2.5 2.2 0.2
N -2.3637 0.2656 -0.2718 0.7 -0.7 -1.1
N 2.8418 -2.9268 -1.0291 -0.8 0.2 -0.8
C 1.7404 -2.2944 -0.6737 3.0 -1.5 -0.4
C -1.0040 -1.7771 -0.0766 -0.4 -1.3 0.4
C 0.1434 -1.6500 0.9424 0.4 -2.1 0.9
C -1.6447 -0.8655 -2.4333 0.5 1.2 0.0
C -1.2501 -0.5824 -0.9978 0.5 1.7 0.7
H 1.5750 4.1447 1.4861 0.1 0.3 0.1
H 1.8913 0.7878 2.2531 0.2 0.2 -0.1
H -0.2269 3.7000 -1.0601 -0.1 0.3 -0.1
H 2.9023 -3.2827 -1.9845 0.1 0.6 -0.1
H 0.1541 -0.4615 1.4791 0.0 0.2 -0.1
H -2.6820 -0.3459 0.4751 -0.6 0.7 0.1
H 2.2063 0.7644 -2.7342 1.0 -0.3 0.0
H -1.7371 3.9209 -0.8262 0.0 0.4 -0.1
H 2.0555 -2.4090 1.3806 0.2 0.0 -0.1
H 1.1214 -1.8678 -1.4448 -0.3 -0.2 -0.1
H -3.9366 0.9328 2.3142 0.0 0.0 -0.3
H -0.9334 -2.7363 -0.6327 0.5 0.6 -0.1
H -1.0150 0.9998 2.4624 0.5 0.8 -0.1
H -0.7806 -1.1045 -3.0688 -0.2 -1.2 0.5
H -0.3564 0.1012 -0.9378 -0.8 -0.7 -0.3
H 3.4720 -0.1927 -2.3330 0.2 0.9 -0.4
H -2.0488 1.1599 0.1122 0.2 0.0 0.1
H -2.5389 -1.4947 -2.4650 0.4 -0.1 -0.6
H 3.6628 -3.1930 -0.4814 -0.6 0.0 0.6
H 0.2907 1.6631 1.5803 -0.3 0.7 0.4
H 2.9301 -0.0515 2.8781 0.3 -0.2 -0.1
H 2.8262 3.3294 1.1254 -0.1 0.0 0.1
H -1.9088 -2.0810 0.5275 0.7 0.7 -0.4
H -1.7722 0.1035 -2.9225 -1.0 0.2 0.2
H -3.7945 2.4040 2.1572 0.2 -0.2 -0.6
H -3.1399 0.5209 -0.8913 -0.1 -0.3 0.0
H -0.1103 -2.1992 1.8889 0.0 0.9 -0.1
```
Positions in Å, forces in eV/Å.

## Properties
electronic energy: -821.2666 hartree
LUMO level (spin up / spin down): -10.35 / -14.87 eV
2S+1: 2
highest occupied orbital energy (spin up / spin down): -20.20 / -20.20 eV
largest force on an atom: 3.36 eV/A
charge: +3